Formula: C20H17BrO2S
Source: the OMol25 dataset
Level of theory: ωB97M-V/def2-TZVPD

Geometry as XYZ:
```
41
Properties=species:S:1:pos:R:3:forces:R:3
O 2.6087 -1.3001 -4.1991 0.0119 0.0642 0.6156
C 2.9055 -0.2503 -3.2288 0.1787 -0.8634 -0.8013
C 1.7656 0.0492 -2.3118 -2.1266 2.1876 -0.6301
C 0.8944 1.0879 -2.6523 1.2586 -1.5892 1.0713
C -0.1751 1.6168 -1.7602 -0.5193 0.4343 0.7700
C -1.0846 0.7898 -1.0521 0.4452 0.4143 -0.6309
C -1.9914 1.2768 -0.1238 0.2860 -0.0202 -0.5392
O -2.8975 0.4993 0.5312 -0.2323 -0.0739 0.0927
C -2.5366 -0.7863 1.0451 -0.1352 -0.3401 -0.9002
C -2.2054 -0.7150 2.4782 0.3441 0.3538 2.0442
C -1.3243 0.3027 3.0853 -0.6440 -1.2403 0.1722
C -1.1076 0.1004 4.4269 -1.0029 -0.3212 -1.3949
S -2.0145 -1.2964 4.9906 -0.0064 0.3588 -0.7307
C -2.6978 -1.6215 3.3974 0.8654 1.2187 -0.2482
C -2.0679 2.6481 0.0722 -0.0619 0.1658 0.1732
C -1.2447 3.5104 -0.6304 0.3045 -0.5625 0.0606
C -0.2822 3.0035 -1.5134 -0.4552 -0.5538 0.1553
Br 0.9021 4.2203 -2.3443 0.0661 0.1174 -0.0506
C 1.6572 -0.7223 -1.0337 -0.1041 -0.1953 -0.2108
C 1.5536 -0.0816 0.2064 -0.3522 -1.1331 1.0161
C 1.3316 -0.8555 1.3765 1.1068 -0.6450 -1.4850
C 1.3635 -2.2789 1.2729 -0.5846 1.2517 0.5328
C 1.4937 -2.9093 0.0494 0.5267 -0.2343 -0.0417
C 1.6417 -2.1238 -1.0962 -0.1428 -0.1001 0.0876
H 3.2650 -1.2676 -4.9122 -0.1907 0.0879 0.4399
H 3.1572 0.6032 -3.8185 0.1101 0.9560 -0.1393
H 3.7707 -0.5004 -2.6119 0.1088 -0.2676 -0.0824
H 1.0242 1.6744 -3.5719 0.2497 -0.5129 0.3291
H -1.0890 -0.2488 -1.2992 0.1168 -0.5778 0.0005
H -3.4024 -1.4623 0.8838 0.4583 0.4598 0.0333
H -1.6814 -1.2167 0.5037 -0.1552 0.1995 -0.0581
H -0.9010 1.1403 2.5369 -0.0732 -0.2154 0.0387
H -0.5324 0.8006 5.0245 -0.1641 -0.5759 0.3276
H -3.4470 -2.3914 3.1435 0.7039 0.3761 0.6240
H -2.7780 3.0332 0.7938 -0.0194 0.0063 -0.0609
H -1.3347 4.5594 -0.4034 0.2046 0.2217 -0.2654
H 1.6261 0.9972 0.2773 -0.0715 -0.0332 -0.0540
H 1.3075 -0.3564 2.3359 -0.2067 -0.1739 0.0171
H 1.2301 -2.8933 2.1565 0.0841 0.1762 0.0864
H 1.5806 -4.0216 0.0329 -0.2762 1.0833 -0.2449
H 1.7163 -2.6139 -2.0578 0.0942 0.0954 -0.1196
```
Positions in Å, forces in eV/Å.

Frontier orbital gap   8.65 eV
DFT total energy   -105986.952 eV
Energy above the lowest of the compared OMol25 structures with the same formula, charge and spin   0.00 kcal/mol
Lowest unoccupied orbital energy   0.26 eV
Spin multiplicity   1

---

Formula: C24H56N8O8
Source: the OMol25 dataset
Level of theory: ωB97M-V/def2-TZVPD

Geometry as XYZ:
```
96
Properties=species:S:1:pos:R:3:forces:R:3
C 0.4468 0.4070 -1.0034 1.0177 0.9082 1.2880
N -0.5556 -0.6041 -0.7985 -0.0915 0.5760 -0.4451
C -1.8939 -0.1194 -1.0854 -0.5655 0.0390 -0.1798
C -0.3494 -1.8564 -0.3656 0.0106 -0.7420 -1.5737
O -1.1819 -2.7426 -0.5030 0.0419 -0.0056 0.9520
H 1.5135 0.1637 -0.9734 -0.3116 -1.2358 -0.2274
H 0.4171 1.1028 -0.1537 -0.4794 0.4744 -0.3949
H 0.3045 0.9398 -1.9414 -0.3265 0.0203 0.0008
H -2.0680 0.1993 -2.1142 0.5458 -0.0546 -0.1223
H -2.6370 -0.8983 -0.9506 0.1574 -0.1103 0.3696
H -2.1048 0.7440 -0.4502 -0.0646 -0.0523 0.1538
H 0.6853 -2.0680 -0.0604 0.0451 0.1470 0.2181
C 3.0527 1.4308 1.3585 0.6743 -0.1544 1.3088
N 4.1147 2.3823 1.6736 -0.3942 1.5247 -0.2264
C 4.3159 2.7625 3.0817 1.0234 -2.2467 -0.2290
C 5.1075 2.6316 0.8007 0.3586 -0.0479 -0.5143
O 6.1907 3.1208 1.0582 -0.2725 0.1066 0.0935
H 2.0461 1.8304 1.4798 0.0309 0.2195 -0.1465
H 3.1934 0.6649 2.1291 -0.4412 -0.4058 -0.2597
H 3.1870 0.9592 0.3900 0.0449 0.1789 -0.1013
H 3.4030 3.0322 3.5992 -0.0834 0.0127 -0.0909
H 4.7459 1.8188 3.4537 -0.5823 0.0972 0.9590
H 5.1583 3.4159 3.2874 -0.3599 0.6788 -0.7498
H 4.8430 2.3338 -0.2321 0.0084 -0.1097 0.0541
C -2.2334 3.1979 -2.9894 0.2419 0.7445 -0.9191
N -3.2092 4.2430 -2.7032 0.3072 -1.0194 -0.0579
C -3.7340 4.9439 -3.8415 -0.5589 0.4862 -0.2681
C -3.5550 4.5552 -1.4311 -0.1464 0.2482 -0.4870
O -4.3529 5.4284 -1.1454 0.1030 -0.1172 0.3009
H -1.4622 3.7392 -3.5523 0.5062 -0.4811 0.2314
H -2.5900 2.4255 -3.6764 -0.4545 0.0375 0.1818
H -1.8297 2.6962 -2.1148 -0.0659 0.3354 0.2481
H -2.9789 5.2893 -4.5534 0.4107 -0.0703 0.3646
H -4.4140 4.3424 -4.4513 -0.1195 -0.2132 0.2636
H -4.2744 5.8154 -3.4781 -0.0666 -0.0346 -0.0165
H -3.0011 3.9358 -0.7111 -0.1399 0.0621 0.2242
C 4.1202 -4.5940 2.0234 1.3797 0.7670 1.4161
N 3.5862 -3.8819 3.1828 -1.4723 0.9007 -1.2194
C 2.9407 -2.6228 2.8736 1.2163 1.9623 0.4268
C 3.6377 -4.3437 4.4304 0.8398 -1.5181 0.4129
O 4.1211 -5.4328 4.7211 -0.2394 0.5893 0.1799
H 4.5730 -5.4982 2.4231 -0.6862 -0.5406 -0.4254
H 5.0060 -4.0271 1.7087 -0.2087 0.1699 -0.4492
H 3.4004 -4.6280 1.2164 -0.1278 -0.4859 0.0066
H 3.7013 -1.8204 2.8497 0.2890 -0.2448 -0.5191
H 2.4669 -2.5599 1.8992 -0.2184 -0.5347 0.0328
H 2.3231 -2.1490 3.6410 -0.5326 -1.0943 0.1908
H 3.2650 -3.6480 5.1935 -0.2399 0.0641 -0.0433
C -5.8406 -2.0120 -2.4385 -1.2316 0.4459 -0.0999
N -6.0055 -1.2222 -3.6662 0.0115 -1.2030 0.9631
C -7.2868 -1.3695 -4.3332 1.2268 -0.3135 -0.8396
C -4.9891 -0.4833 -4.1007 0.3214 0.7806 -0.2884
O -3.9956 -0.1967 -3.4507 -0.0551 -0.2219 -0.3467
H -4.8340 -2.0019 -2.0437 0.1342 0.1872 -0.2019
H -6.1794 -3.0333 -2.6209 0.2038 -0.0658 -0.1254
H -6.5493 -1.5932 -1.7165 0.2736 -0.0986 0.3362
H -7.2850 -0.7331 -5.2186 -0.3294 0.4208 0.3101
H -7.3495 -2.3711 -4.7691 -0.3616 -0.1853 0.4355
H -8.0823 -1.1652 -3.6242 -0.2500 0.0744 -0.2170
H -5.1483 -0.1359 -5.1368 0.0564 0.2295 0.0461
C 5.1727 -3.8013 -1.4192 1.4980 -0.3871 -0.6379
N 5.5844 -2.5021 -0.9188 -0.8928 0.7884 -0.3976
C 6.9233 -2.0996 -1.2378 1.6434 -0.2574 0.1378
C 4.6747 -1.5635 -0.5473 0.4612 -0.8042 0.3253
O 3.5133 -1.8059 -0.2943 -0.3891 0.3215 -0.1597
H 5.1363 -3.7541 -2.5134 -0.4124 -0.0253 0.0372
H 4.2815 -4.2626 -1.0180 -0.1865 0.5365 0.2746
H 6.0331 -4.4522 -1.2243 -0.2997 -0.2347 0.1437
H 7.6219 -2.7918 -0.7513 -0.0582 0.1935 0.2214
H 7.2777 -2.1189 -2.2774 -0.9360 -0.1704 -0.2738
H 7.1684 -1.0912 -0.9061 -0.3424 -0.0455 0.3226
H 5.1454 -0.5780 -0.4129 -0.1217 0.1634 0.0170
C 1.3765 4.2147 -0.2552 -0.4253 -1.1518 -0.8476
N 0.8157 4.4753 1.0619 1.6420 0.0767 -1.4997
C 1.7261 5.2236 1.8886 -1.5182 1.1727 1.4597
C -0.3250 3.8875 1.4385 -0.6293 0.3158 0.4431
O -1.0763 3.2609 0.7163 0.1600 -0.2680 -0.1046
H 1.8490 5.0460 -0.7740 -0.0990 0.4490 0.5783
H 0.6155 3.8343 -0.9363 -0.2399 0.0834 0.2168
H 2.1160 3.4120 -0.2019 0.1926 0.0789 0.1297
H 2.0270 6.1189 1.3472 0.5731 -0.2980 -0.1684
H 1.1420 5.6698 2.7063 0.0589 -0.2828 0.1021
H 2.5355 4.6787 2.3675 0.2467 -0.1617 -0.5473
H -0.5650 4.0772 2.4961 0.0154 0.0175 0.0975
C -4.2076 -2.1098 1.5037 0.1059 -0.1920 -0.0833
N -4.5068 -2.9982 2.6142 -0.7090 0.1012 -0.3331
C -5.0675 -2.4013 3.7936 -0.3075 0.4269 1.1963
C -4.3147 -4.3481 2.5344 -0.0355 1.0937 0.3400
O -4.4727 -5.0942 3.4740 -0.0716 -0.4726 -0.1653
H -3.2434 -2.4123 1.0936 -0.0377 0.3585 -0.2916
H -4.1816 -1.0866 1.8752 0.3854 -0.0486 0.0715
H -4.9686 -2.0891 0.7144 -0.0185 -0.3252 0.0600
H -5.8194 -1.6183 3.6446 0.1003 -0.1131 -0.8462
H -5.5925 -3.1196 4.4213 0.4139 -0.3268 -0.1036
H -4.3023 -1.8985 4.3961 0.1203 -0.2588 0.0630
H -3.9885 -4.6420 1.5250 0.1099 -0.2349 0.0380
```
Positions in Å, forces in eV/Å.

Frontier orbital gap   9.12 eV
DFT total energy   -54095.456 eV
Energy above the lowest of the compared OMol25 structures with the same formula, charge and spin   149.32 kcal/mol
Lowest unoccupied orbital energy   0.23 eV
Spin multiplicity   1